(1)
{
  "formula": "C24H29BrFIrN2O5S2Si2",
  "method": "wB97M-V/def2-TZVPD",
  "elements": ["Ir", "C", "Si", "C", "C", "C", "C", "C", "C", "C", "C", "N", "Si", "C", "C", "C", "H", "H", "H", "H", "H", "H", "H", "H", "H", "H", "H", "H", "H", "H", "H", "H", "H", "H", "H", "H", "H", "H", "Br", "C", "C", "C", "C", "C", "N", "C", "O", "O", "H", "H", "H", "O", "S", "O", "O", "S", "F", "C", "C", "C", "C", "C", "C", "H", "H", "H", "H"],
  "positions_angstrom": [[0.817, -0.242, -0.862], [-3.562, 0.056, 1.163], [-2.290, 0.608, 2.447], [-3.267, 1.697, 3.683], [-1.748, -0.868, 3.482], [-1.063, 1.684, 1.661], [-1.248, 2.004, 0.256], [-1.743, 3.295, -0.090], [-2.056, 3.625, -1.384], [-1.869, 2.672, -2.387], [-1.341, 1.458, -2.031], [-1.022, 1.108, -0.765], [0.240, 2.603, 2.521], [1.025, 1.555, 3.886], [1.515, 3.244, 1.290], [-0.403, 4.160, 3.435], [-4.407, -0.472, 1.618], [-3.087, -0.620, 0.446], [-3.950, 0.915, 0.606], [-4.114, 1.158, 4.133], [-3.658, 2.593, 3.189], [-2.610, 2.024, 4.499], [-2.609, -1.434, 3.860], [-1.153, -0.541, 4.344], [-1.135, -1.554, 2.893], [-1.906, 3.998, 0.715], [-2.468, 4.601, -1.622], [-2.114, 2.876, -3.421], [-1.155, 0.707, -2.784], [1.154, 0.525, 3.542], [0.395, 1.531, 4.782], [2.012, 1.940, 4.176], [1.644, 2.524, 0.476], [2.497, 3.406, 1.748], [1.195, 4.186, 0.833], [-1.155, 3.886, 4.182], [-0.865, 4.861, 2.731], [0.412, 4.693, 3.950], [4.375, 1.360, 0.035], [3.629, 0.091, 1.215], [4.407, -0.213, 2.325], [3.957, -1.178, 3.195], [2.769, -1.810, 2.891], [2.048, -1.420, 1.780], [2.441, -0.447, 0.952], [0.727, -2.107, 1.485], [0.451, -3.110, 2.135], [-0.024, -1.545, 0.630], [5.355, 0.283, 2.469], [4.526, -1.426, 4.081], [2.362, -2.616, 3.486], [2.821, -1.054, -1.772], [2.946, -0.124, -2.955], [4.269, 0.457, -3.097], [2.457, -0.709, -4.190], [1.598, 1.348, -2.441], [-2.498, -4.157, -4.332], [-1.766, -3.277, -3.582], [-0.399, -3.245, -3.729], [0.341, -2.348, -2.961], [-0.281, -1.467, -2.077], [-1.667, -1.550, -1.950], [-2.420, -2.454, -2.694], [0.089, -3.913, -4.429], [1.409, -2.336, -3.080], [-2.175, -0.905, -1.249], [-3.495, -2.525, -2.577]],
  "lumo_energy_ev": 4.374,
  "homo_energy_ev": -1.2,
  "largest_force_ev_per_a": 2.2,
  "homo_lumo_gap_ev": 5.61,
  "total_energy_ev": -151605.0411,
  "charge": -2,
  "e_above_lowest_kcal_mol": 38.6
}


(2)
{
  "formula": "C24H29BrGeN2O2Ti",
  "method": "wB97M-V/def2-TZVPD",
  "elements": ["Ti", "Br", "C", "C", "C", "C", "O", "C", "C", "N", "C", "C", "C", "C", "C", "C", "C", "C", "N", "C", "C", "H", "H", "H", "H", "H", "H", "H", "H", "H", "H", "C", "C", "C", "C", "Ge", "C", "C", "C", "C", "H", "H", "H", "H", "H", "H", "H", "H", "H", "H", "H", "H", "H", "H", "H", "H", "H", "H", "H", "O"],
  "positions_angstrom": [[1.432, 0.961, -0.561], [7.855, 4.557, 0.076], [6.197, 3.777, -0.373], [5.192, 4.566, -0.943], [3.984, 4.009, -1.298], [3.733, 2.650, -1.074], [2.581, 2.123, -1.481], [4.730, 1.878, -0.447], [4.508, 0.485, -0.187], [3.342, -0.013, 0.088], [3.248, -1.438, 0.128], [4.160, -2.264, 0.728], [4.016, -3.665, 0.641], [2.982, -4.224, -0.055], [2.031, -3.394, -0.692], [0.952, -3.878, -1.470], [0.096, -3.003, -2.085], [0.289, -1.625, -1.904], [1.273, -1.137, -1.179], [2.164, -1.998, -0.582], [5.983, 2.443, -0.147], [5.374, 5.617, -1.119], [3.216, 4.604, -1.773], [5.371, -0.171, -0.302], [4.983, -1.843, 1.292], [4.742, -4.297, 1.133], [2.883, -5.299, -0.128], [0.820, -4.947, -1.583], [-0.719, -3.353, -2.701], [-0.379, -0.895, -2.360], [6.761, 1.828, 0.287], [-6.510, 1.048, -0.320], [-5.096, 1.487, -0.674], [-4.444, 2.290, 0.446], [-3.043, 2.817, 0.115], [-1.833, 1.408, -0.407], [-1.634, 0.086, 1.033], [-2.764, -0.937, 1.181], [-2.531, -1.943, 2.298], [-3.665, -2.950, 2.420], [-6.963, 0.476, -1.128], [-7.144, 1.913, -0.124], [-6.511, 0.425, 0.577], [-5.108, 2.085, -1.590], [-4.489, 0.602, -0.900], [-4.403, 1.678, 1.352], [-5.079, 3.145, 0.692], [-2.603, 3.343, 0.964], [-3.077, 3.539, -0.704], [-2.142, 0.743, -1.765], [-1.523, 0.641, 1.969], [-0.697, -0.486, 0.899], [-2.898, -1.476, 0.235], [-3.709, -0.414, 1.357], [-2.402, -1.409, 3.245], [-1.585, -2.467, 2.115], [-4.610, -2.447, 2.632], [-3.479, -3.663, 3.222], [-3.790, -3.512, 1.492], [-0.070, 1.920, -0.561]],
  "lumo_energy_ev": [-3.843, -3.884],
  "homo_energy_ev": [-10.9, -11.1],
  "s_squared": 0.75,
  "largest_force_ev_per_a": 1.5,
  "homo_lumo_gap_ev": [7.08, 7.20],
  "total_energy_ev": -182105.2615,
  "multiplicity": 2,
  "charge": 1,
  "e_above_lowest_kcal_mol": 20.9
}


(3)
{
  "formula": "C24H29FN2O6",
  "method": "wB97M-V/def2-TZVPD",
  "elements": ["C", "C", "N", "C", "C", "N", "C", "C", "H", "H", "H", "H", "H", "H", "H", "H", "H", "H", "H", "F", "C", "C", "C", "C", "C", "C", "O", "O", "H", "H", "H", "H", "H", "H", "C", "C", "C", "C", "C", "C", "O", "O", "H", "H", "H", "H", "H", "H", "C", "C", "C", "C", "C", "C", "O", "O", "H", "H", "H", "H", "H", "H"],
  "positions_angstrom": [[0.528, -3.114, -2.981], [-0.340, -2.215, -2.084], [-1.717, -1.920, -2.548], [-2.716, -2.884, -2.797], [-4.004, -2.291, -2.927], [-3.791, -0.973, -2.594], [-2.423, -0.724, -2.513], [-4.777, 0.000, -2.639], [1.288, -2.488, -3.449], [-0.016, -3.492, -3.846], [0.945, -3.942, -2.408], [0.173, -1.254, -2.122], [-0.328, -2.510, -1.035], [-2.363, -3.903, -2.842], [-4.997, -2.705, -3.026], [-1.950, 0.225, -2.311], [-5.581, -0.353, -3.285], [-4.354, 0.978, -2.867], [-5.257, 0.096, -1.664], [0.147, -0.217, 0.411], [2.909, 1.778, 0.590], [4.068, 2.464, 0.220], [4.547, 3.367, 1.108], [3.946, 3.597, 2.351], [2.911, 2.805, 2.793], [2.346, 1.891, 1.894], [1.400, 1.007, 2.263], [5.689, 4.004, 0.709], [2.435, 1.024, -0.021], [4.506, 2.302, -0.754], [4.472, 4.316, 2.961], [2.383, 2.809, 3.735], [0.935, 0.695, 1.483], [5.955, 4.303, 1.581], [-1.980, 3.979, -1.201], [-3.302, 4.356, -1.275], [-4.246, 3.696, -0.558], [-3.851, 2.585, 0.241], [-2.511, 2.151, 0.324], [-1.595, 2.796, -0.552], [-0.462, 2.137, -0.958], [-5.608, 3.755, -0.883], [-1.105, 4.471, -1.601], [-3.593, 5.160, -1.936], [-4.744, 2.243, 0.744], [-2.214, 1.269, 0.873], [-0.224, 1.431, -0.353], [-5.890, 4.097, -1.734], [1.616, -2.413, 2.537], [1.871, -2.891, 3.805], [2.828, -3.931, 3.849], [3.339, -4.444, 2.701], [3.068, -3.860, 1.461], [2.233, -2.832, 1.386], [2.022, -2.070, 0.251], [3.220, -4.552, 4.973], [1.040, -1.499, 2.548], [1.516, -2.493, 4.745], [4.006, -5.294, 2.699], [3.702, -4.064, 0.610], [1.266, -1.483, 0.317], [2.634, -4.977, 5.604]],
  "lumo_energy_ev": [-2.699, -6.212],
  "homo_energy_ev": [-9.7, -9.7],
  "s_squared": 0.77,
  "largest_force_ev_per_a": 5.0,
  "homo_lumo_gap_ev": [7.04, 3.52],
  "total_energy_ev": -43331.3768,
  "multiplicity": 2,
  "charge": 1
}